Entry 1:
A 2-piece molecular cluster, C31H30F5N4O overall, computed with the ωB97M-V functional and the def2-TZVPD basis.

Element x y z (Å)
C (0.85248, -4.54690, 4.39297)
N (0.65546, -3.14217, 4.13744)
C (1.65957, -2.23200, 4.27902)
O (2.78601, -2.46708, 4.70944)
C (1.08581, -0.86630, 3.85374)
C (1.78234, -0.30217, 2.61912)
C (3.26521, -0.19764, 2.81489)
C (4.14318, -1.08567, 2.18892)
F (3.63585, -2.04360, 1.36652)
C (5.51265, -1.06103, 2.43182)
F (6.32853, -1.96442, 1.84907)
C (6.02923, -0.11421, 3.32158)
F (7.34577, -0.10371, 3.59943)
C (5.18288, 0.81846, 3.92826)
F (5.68412, 1.73197, 4.78507)
C (3.81742, 0.75526, 3.67281)
F (2.99142, 1.62563, 4.31564)
N (-0.33558, -1.16958, 3.65519)
C (-1.20963, -0.20685, 3.29051)
C (-2.56687, -0.40292, 3.05513)
C (-3.45699, 0.60441, 2.67883)
C (-4.87507, 0.44239, 2.72068)
C (-5.67561, 1.59955, 2.60136)
C (-7.05895, 1.56226, 2.69088)
C (-7.69003, 0.33446, 2.97768)
C (-6.93600, -0.84198, 3.07616)
C (-5.54652, -0.80447, 2.91886)
C (-0.65004, -2.59951, 3.78987)
C (-1.13130, -3.21190, 2.47268)
C (-1.64474, -2.91924, 4.91611)
H (1.91967, -4.74554, 4.50959)
H (0.31639, -4.86002, 5.29926)
H (0.46440, -5.13886, 3.55548)
H (1.23352, -0.14805, 4.68991)
H (1.58392, -0.94485, 1.75107)
H (1.36346, 0.69464, 2.42325)
H (-0.79646, 0.79841, 3.19196)
H (-2.96024, -1.41671, 3.15644)
H (-3.07391, 1.58534, 2.38720)
H (-5.14360, 2.53057, 2.38945)
H (-7.63126, 2.47793, 2.52578)
H (-8.77606, 0.30609, 3.09962)
H (-7.43520, -1.80600, 3.25751)
H (-4.97102, -1.73251, 2.95170)
H (-0.33457, -3.14136, 1.72028)
H (-1.38006, -4.26405, 2.64968)
H (-2.02207, -2.70423, 2.09810)
H (-1.14581, -2.81423, 5.88799)
H (-2.52093, -2.26980, 4.88064)
H (-1.97278, -3.95989, 4.79796)
C (-4.44339, 7.16044, 4.47834)
C (-3.51258, 7.46745, 3.47871)
C (-3.39180, 6.64454, 2.35479)
C (-4.14640, 5.46408, 2.26668)
C (-4.00310, 4.63384, 1.05172)
N (-4.12407, 3.32505, 0.92415)
C (-4.13527, 3.02334, -0.51885)
C (-3.80392, 4.33235, -1.23061)
N (-3.72707, 5.25590, -0.12225)
C (-5.08237, 5.14957, 3.26976)
C (-5.20360, 5.98622, 4.38619)
H (-4.57752, 7.83414, 5.32710)
H (-2.87748, 8.35481, 3.56067)
H (-2.70941, 6.92646, 1.55276)
H (-3.40231, 2.24426, -0.76068)
H (-5.14318, 2.69496, -0.82616)
H (-2.85561, 4.27812, -1.76679)
H (-4.61250, 4.63032, -1.90354)
H (-3.60362, 6.25498, -0.22828)
H (-5.73329, 4.28307, 3.15202)
H (-5.90601, 5.72073, 5.18174)

**E_tot**: -1992.622535 a.u.
**Multiplicity**: 1
**Maximum force**: 2.3 eV/A
**Orbital gap**: 6.163 eV
**Net charge**: +1

Results of the Löwdin charge analysis, in e, for atoms 1 through 2: 0.00 -0.04

Entry 2:
C31H30N2O4PdS as an isolated structure, computed with the ωB97M-V functional and the def2-TZVPD basis.

Element x y z (Å)
Pd (-0.65106, 1.58827, -0.98095)
O (1.21673, 1.99447, -1.84687)
C (1.79092, 1.23524, -2.74527)
C (3.18520, 1.38891, -2.96297)
C (3.86381, 0.64167, -3.89726)
C (3.19299, -0.32130, -4.67764)
C (1.84047, -0.48049, -4.49180)
C (1.11044, 0.28326, -3.55082)
C (-0.32737, 0.06532, -3.51866)
N (-1.16934, 0.70971, -2.81786)
N (-2.51939, 0.41309, -3.03246)
C (-3.23175, 0.88001, -2.03774)
O (-2.80247, 1.46539, -0.96212)
C (-4.73483, 0.72623, -2.13128)
C (-5.51079, 1.24172, -1.09731)
C (-6.90010, 1.13825, -1.13032)
C (-7.52482, 0.51324, -2.20312)
C (-6.75400, -0.00593, -3.24138)
C (-5.36716, 0.09962, -3.20854)
H (3.69597, 2.13882, -2.35603)
H (4.93533, 0.79272, -4.02789)
H (3.72641, -0.91397, -5.41685)
H (1.29279, -1.20214, -5.09878)
H (-0.74163, -0.67081, -4.19613)
H (-5.00795, 1.72402, -0.26492)
H (-7.49473, 1.54685, -0.31796)
H (-8.60765, 0.42928, -2.23100)
H (-7.23730, -0.49443, -4.08148)
H (-4.75568, -0.29853, -4.00976)
C (-2.20740, 3.11381, 1.69878)
C (-0.72221, 2.96321, 1.87048)
C (-0.08383, 3.27373, 3.19782)
O (0.02254, 2.58583, 0.97353)
H (-2.64377, 3.74814, 2.46814)
H (-2.66340, 2.12201, 1.75302)
H (-2.44859, 3.48374, 0.71848)
H (-0.81788, 3.39103, 3.99611)
H (0.48017, 4.20881, 3.09556)
H (0.63146, 2.48490, 3.44771)
O (-0.52041, -0.25891, 0.22592)
S (0.69284, -1.18272, 0.03834)
C (2.11247, -0.30474, 0.67564)
C (3.35308, -1.17241, 0.60922)
C (3.72458, -1.82476, -0.57058)
C (4.86494, -2.61703, -0.60626)
C (5.65318, -2.76227, 0.53149)
C (5.29524, -2.10625, 1.70810)
C (4.14672, -1.32220, 1.74423)
C (0.49884, -2.44858, 1.32683)
C (0.34885, -1.95112, 2.74347)
C (1.39109, -2.13130, 3.65265)
C (1.29758, -1.64097, 4.95161)
C (0.14989, -0.96892, 5.35864)
C (-0.90600, -0.80572, 4.46625)
C (-0.81150, -1.29478, 3.16631)
H (1.86920, -0.00203, 1.69276)
H (2.16423, 0.58703, 0.04531)
H (3.13432, -1.69360, -1.47686)
H (5.14315, -3.11235, -1.53327)
H (6.54872, -3.37289, 0.49945)
H (5.90952, -2.20584, 2.59880)
H (3.86629, -0.80977, 2.66392)
H (1.37740, -3.08954, 1.20190)
H (-0.38461, -2.98795, 0.98268)
H (2.28821, -2.66097, 3.33562)
H (2.11808, -1.79322, 5.64790)
H (0.07324, -0.58767, 6.37097)
H (-1.81793, -0.30699, 4.78754)
H (-1.64133, -1.17520, 2.47698)

**E_tot**: -2135.782109 a.u.
**Multiplicity**: 3
**Maximum force**: 0.9 eV/A
**Orbital gap (alpha / beta)**: 7.636 / 6.595 eV

Results of the natural (NBO) charge analysis, in e, for atoms 1 through 2: 1.28 -0.79

Entry 3:
C31H30N5O2S2SbV as an isolated structure, computed with the ωB97M-V functional and the def2-TZVPD basis.

Element x y z (Å)
V (0.00800, -0.03578, -0.02983)
C (-0.19462, -0.01403, 4.26753)
C (-0.52034, 0.10293, 2.91937)
N (0.36615, -0.14818, 1.94989)
C (1.62776, -0.52679, 2.29156)
C (2.02052, -0.71525, 3.62346)
C (1.06967, -0.43155, 4.62478)
C (3.32615, -1.21104, 3.86314)
C (4.13861, -1.53108, 2.80917)
C (3.73509, -1.32404, 1.47380)
C (2.50264, -0.76151, 1.20710)
N (1.88915, -0.44623, -0.01817)
C (2.55359, -0.51491, -1.26172)
C (3.90160, -0.49057, -1.54415)
C (4.34156, -0.55615, -2.88362)
C (3.45809, -0.62396, -3.92476)
C (2.06430, -0.57420, -3.67364)
C (1.06915, -0.55386, -4.67265)
C (-0.25514, -0.42738, -4.31621)
C (-0.59295, -0.31697, -2.97011)
N (0.32695, -0.35742, -2.00067)
C (1.63946, -0.49760, -2.33988)
H (-0.94483, 0.21079, 5.01206)
H (-1.51488, 0.39655, 2.60569)
H (1.33488, -0.55115, 5.66841)
H (3.65996, -1.36083, 4.88195)
H (5.11631, -1.95488, 2.99286)
H (4.39828, -1.63989, 0.68556)
H (4.63939, -0.37554, -0.76688)
H (5.40501, -0.54563, -3.07900)
H (3.81212, -0.67997, -4.94610)
H (1.35353, -0.62697, -5.71548)
H (-1.03821, -0.39633, -5.06019)
H (-1.62161, -0.19077, -2.65553)
O (-3.90532, 3.78528, -0.03593)
C (-4.53705, 2.60836, -0.06239)
C (-5.93345, 2.64476, -0.07715)
C (-6.65461, 1.47579, -0.10369)
C (-6.01319, 0.22694, -0.11622)
C (-4.64685, 0.17706, -0.10039)
C (-3.87424, 1.35823, -0.07237)
C (-2.43996, 1.28078, -0.05849)
O (-1.84504, 0.06198, -0.07748)
N (-1.64609, 2.30711, -0.02883)
N (-0.32735, 1.89929, -0.01838)
C (0.52007, 2.94212, -0.00135)
S (-0.06646, 4.53808, -0.01020)
C (1.56096, 5.30785, -0.25744)
C (2.60275, 4.44780, 0.42501)
S (2.22098, 2.70745, 0.04182)
H (-2.94423, 3.65881, -0.03392)
H (-6.41833, 3.61096, -0.06836)
H (-7.73539, 1.52382, -0.11570)
H (-6.59707, -0.68192, -0.13780)
H (-4.13646, -0.77451, -0.10873)
H (1.52034, 6.30558, 0.17778)
H (1.72987, 5.39353, -1.33039)
H (2.58690, 4.56185, 1.50792)
H (3.60507, 4.65255, 0.05249)
C (-2.64318, -3.12941, 0.00328)
Sb (-0.58138, -2.71454, 0.08572)
C (0.29998, -3.80916, -1.49133)
C (0.12523, -3.63831, 1.85055)
H (-2.76493, -4.21175, 0.02161)
H (-3.06380, -2.72696, -0.91524)
H (-3.13757, -2.68701, 0.86501)
H (0.07622, -4.86444, -1.34050)
H (1.37886, -3.66378, -1.48533)
H (-0.11425, -3.48556, -2.44449)
H (-0.12867, -4.69645, 1.80076)
H (-0.35399, -3.19227, 2.72026)
H (1.20623, -3.52979, 1.92213)

**E_tot**: -3603.327483 a.u.
**Multiplicity**: 1
**Maximum force**: 0.4 eV/A
**Orbital gap (alpha / beta)**: 4.553 / 4.576 eV
**Net charge**: +3

Results of the Löwdin charge analysis, in e, for atoms 1 through 2: 0.84 0.02